Here is a molecular structure, C26H48Cl3FeN5O3PSi from the Open Molecules 2025 dataset. Energies are from the ωB97M-V functional and the def2-TZVPD basis.

XYZ file:
```
88
Properties=species:S:1:pos:R:3:forces:R:3
C -1.469017 -2.076727 -3.473158 -0.0210 0.3575 -0.1747
C -1.034735 -3.086043 -2.461979 0.3432 -1.4955 0.1898
H -1.163487 -2.347588 -4.488070 -0.1339 0.1077 0.1102
H -1.034235 -1.091486 -3.234953 -0.1843 -0.3335 -0.0255
H -2.565361 -1.958888 -3.456084 0.2838 -0.0263 0.0027
C -0.540394 -4.309860 -2.745569 -0.3614 0.8801 0.3134
C -0.376392 -4.878717 -4.109090 0.1527 -0.3050 -0.5165
H -0.234403 -4.971826 -1.928018 -0.1976 0.2647 -0.1687
H -0.609037 -4.167376 -4.909317 0.0450 -0.1844 0.1907
H -1.024418 -5.754801 -4.242466 0.0487 0.0669 -0.0485
H 0.650509 -5.233838 -4.267543 -0.0634 0.0251 -0.0349
Fe -0.094558 0.271881 -0.575019 0.0893 -1.5102 0.4024
Cl -2.225282 0.260805 0.346553 -1.1795 0.2963 0.1794
Cl -0.157056 1.381006 -2.532985 0.0947 0.7984 -0.8798
H 0.690105 4.506456 3.218792 0.0791 -0.1550 -0.2242
H -1.419528 5.528445 2.050780 0.0305 -0.0717 -0.1618
C 1.020074 4.185338 2.219300 -0.2883 0.0951 -0.1449
C -0.991562 5.152016 1.113696 0.0980 -0.3866 0.1102
N -0.156088 3.979552 1.367740 0.2778 0.7712 0.3336
H 1.599728 3.261780 2.293766 -0.1908 0.1718 -0.1064
C -0.381378 2.849092 0.706636 1.1294 -2.0482 -0.3199
O 0.397743 1.852773 0.729880 -1.1263 2.2776 0.4154
H -1.793224 4.848330 0.434167 0.0948 0.2162 0.1491
H -1.319156 2.813557 0.128855 0.2942 -0.0119 0.0823
H 1.642496 4.989793 1.799140 -0.0791 -0.2677 0.0526
H -0.397133 5.952890 0.652696 -0.1215 -0.1790 0.0424
H 1.499248 -1.677292 -3.359326 0.1079 0.2125 0.1380
H 2.412628 -3.791685 -2.150178 0.1807 0.2547 0.1552
C 2.332271 -1.101289 -2.932319 -0.1951 -0.1352 0.1591
C 3.247637 -3.134255 -1.852032 -0.1612 0.3054 0.0281
N 2.789317 -1.754416 -1.712057 0.4462 -0.3402 0.1225
H 1.990547 -0.089844 -2.698838 0.0270 -0.2587 -0.1024
C 2.673676 -1.173579 -0.509776 -1.1556 1.3103 -0.3637
O 2.124503 -0.064734 -0.314671 1.4283 -1.5357 -0.0869
H 3.659557 -3.477886 -0.895207 -0.0777 0.0116 -0.2444
H 3.112830 -1.761923 0.322226 -0.1638 0.1408 -0.2352
H 3.159116 -1.074912 -3.654117 -0.0793 0.0154 0.1063
H 4.022565 -3.188050 -2.630980 -0.1151 -0.0045 0.2375
O -0.109493 -1.649426 -0.897697 0.6124 -0.3490 -0.0960
C -1.112674 -2.589295 -1.032269 0.1760 0.7127 0.4148
C 0.134960 -4.176058 0.562655 -0.1022 -0.3330 0.2439
C -1.066184 -3.692396 0.045703 -0.0821 0.1911 -0.5764
H 1.074701 -3.734404 0.213034 -0.3660 -0.0699 0.1959
C 0.125358 -5.223003 1.497906 0.0959 0.1510 -0.2492
H -2.083606 -2.083494 -0.911201 -0.1974 -0.1942 0.0466
C -2.265330 -4.269635 0.467712 0.0321 -0.2334 0.0158
H 1.070531 -5.582921 1.906042 -0.1796 0.0496 -0.0716
C -1.071866 -5.816470 1.904674 0.0502 0.2101 -0.2411
C -2.269341 -5.338044 1.368570 -0.0036 0.1551 0.0218
H -3.203078 -3.886775 0.046407 0.3428 -0.1675 0.2278
H -1.069381 -6.642360 2.620331 -0.0002 0.2740 -0.2169
H -3.213908 -5.796196 1.658036 0.1430 0.0989 -0.0119
Si -0.381617 4.731292 -5.553493 -0.2226 -0.0045 -0.0009
Cl -0.615374 3.055181 -6.791176 0.0258 0.3316 -0.3555
C 1.452485 4.813632 -5.208791 0.0384 -0.0407 0.0640
C -1.495846 4.274091 -4.144333 0.0450 0.0332 0.2099
C -0.939717 6.360267 -6.361729 0.1143 -0.4652 -0.0450
H 1.814273 3.839012 -4.862361 -0.0919 0.1610 0.0178
H 1.679470 5.563797 -4.443362 -0.0046 -0.0755 -0.0570
H 2.005026 5.076416 -6.120114 -0.1418 -0.0308 0.1351
H -0.320506 6.597060 -7.235678 -0.1451 -0.0062 0.1321
H -0.842678 7.181409 -5.636650 -0.0072 -0.2114 -0.1209
H -1.988532 6.297444 -6.675314 0.1867 0.0435 0.0383
H -1.208452 3.289461 -3.749574 -0.0248 0.2262 -0.0327
H -2.537795 4.203410 -4.483408 0.2069 0.0894 -0.0031
H -1.443225 4.996735 -3.324320 -0.0465 -0.0116 0.0001
C 1.976599 -1.351230 4.976203 -1.1207 0.4338 -0.6008
N 1.924151 -0.061651 4.245988 0.5048 0.2280 1.4575
C 0.789177 0.741384 4.763864 -0.0787 -1.0799 -0.2323
N -0.504200 0.028252 4.677353 0.0845 0.1862 1.3111
C -0.404991 -1.272022 5.382149 0.8216 0.3865 -0.8798
N 0.701744 -2.099997 4.836113 0.2434 0.1696 1.2951
C 0.454235 -2.491653 3.453268 -0.1208 0.2403 -0.2974
P 0.271968 -1.078745 2.239510 0.1211 -0.0526 0.0757
C 1.860870 -0.247939 2.812761 -0.7900 -0.0105 -0.4133
C -0.950131 -0.139551 3.309216 0.5030 -0.1475 -0.5477
H 2.160121 -1.145972 6.048383 -0.1138 -0.1162 -0.4536
H 2.788593 -1.966596 4.564903 -0.1315 0.1753 0.1116
H 0.721006 1.669749 4.183085 -0.0017 -0.1543 0.1164
H 0.984273 0.973924 5.825925 -0.0370 -0.0711 -0.3721
H -1.347818 -1.820939 5.251990 0.2024 0.1662 0.0704
H -0.222658 -1.081160 6.456138 -0.0080 -0.1230 -0.4309
H 1.287990 -3.110180 3.100498 -0.1671 -0.1156 0.1259
H -0.471052 -3.077346 3.399704 0.2017 -0.1350 0.0492
H 1.939662 0.712410 2.295365 0.0820 -0.0944 0.0559
H 2.693474 -0.878120 2.474408 -0.0167 0.1276 0.0958
H -1.894559 -0.699841 3.283390 0.1336 0.2272 -0.0422
H -1.118161 0.829396 2.830717 -0.1225 -0.1051 0.1375
```
Forces are in eV/Å.

Properties
Energy relative to the best compared isomer or geometry (same formula, charge and spin): 0.000 eV
E_LUMO (alpha / beta): 2.37 / 2.36 eV
Gap between HOMO and LUMO (alpha / beta): 0.2475 / 0.2222 Ha
2S+1: 5
Net charge: -1
Calculated total energy: -130461.6125 eV